Below is C21H33NO4 in the gas phase, with properties calculated with ωB97M-V with the def2-TZVPD basis set.

Results
- DFT total energy (Ha) = -1175.77885
- relative energy (zero: lowest compared OMol25 entry of this formula, charge and spin) (kcal/mol) = 3.4
- structure (SMILES) = CCCCCCCCCCCC(=O)N[C@H](C(=O)O)[C@@H](O)c1ccccc1
- gap between HOMO and LUMO (hartree) = 0.3590
- spin multiplicity = 1
- LUMO energy (eV) = 0.5
- HOMO energy (eV) = -9.28
- net charge = 0

Cartesian coordinates (Å):
O 4.5160 1.0137 -2.2110
O 4.6725 -3.1189 0.3093
O 6.7520 -2.5216 0.8523
O 6.4760 1.2057 -0.3123
N 4.2229 -0.9467 -1.1368
C 3.8062 0.0667 -1.9208
C 2.6103 0.2697 2.4591
C 5.8138 0.2270 0.4206
C -5.2986 -0.1858 0.0703
C -0.8816 0.8553 -0.4185
C -4.7267 1.2286 0.1430
C 3.7938 -0.1527 1.8818
C -2.3735 0.7273 -0.7163
C 5.5788 -2.3267 0.2588
C -7.3111 -2.4334 0.9676
C 1.4672 0.4463 -1.2268
C 5.5149 -1.0166 -0.4935
C -7.4239 -1.5598 -0.2765
C -3.2258 1.2628 0.4322
C 4.5299 0.7061 1.0736
C -6.8171 -0.1683 -0.0924
C 2.1507 1.5582 2.2414
C 2.3659 -0.0572 -2.3622
C -0.0164 0.3342 -1.5635
C 2.8889 2.4229 1.4535
C 4.0721 2.0000 0.8721
H 2.1262 -1.0945 -2.6006
H 5.9253 1.4016 -1.0992
H -0.2303 0.9048 -2.4697
H -2.6105 -0.3228 -0.8943
H -0.6453 0.2982 0.4913
H -7.2695 0.3080 0.7808
H 4.6488 2.6782 0.2625
H -2.9314 2.2964 0.6312
H 6.7674 -3.3749 1.3160
H 4.1446 -1.1585 2.0620
H -5.0315 -0.7211 0.9830
H -7.0676 0.4403 -0.9653
H -3.0195 0.6830 1.3352
H -0.2674 -0.7105 -1.7621
H 2.0454 -0.4096 3.0808
H 2.2178 0.5578 -3.2500
H -6.2718 -2.6502 1.2002
H -5.2463 1.7733 0.9355
H -2.6090 1.2814 -1.6279
H 3.5930 -1.6995 -0.8913
H 6.5220 -0.0889 1.1977
H 1.2237 1.8854 2.6884
H -7.8270 -3.3785 0.8132
H -4.9246 1.7492 -0.7970
H -0.6363 1.9035 -0.2332
H 2.5433 3.4327 1.2877
H 6.3173 -1.0258 -1.2457
H -6.9333 -2.0585 -1.1157
H 1.7148 1.4888 -1.0179
H 1.6736 -0.1248 -0.3182
H -8.4803 -1.4472 -0.5322
H -4.8592 -0.7195 -0.7744
H -7.7596 -1.9344 1.8241

Mulliken atomic charge list, values in e, 5 entries: -0.734, -0.579, -0.436, -0.681, -0.028